Below is an isolated molecule of ClH2PS at a distorted geometry, with properties calculated with wB97M-V/def2-TZVPD.

ORCA input file:
```
! RIJCOSX wB97M-V def2-TZVPD def2/J DEFGRID3
* xyz 0 1
Cl 1.0644 0.4514 0.0561
S 3.0306 -0.0325 -0.2017
P -1.0937 -0.7047 0.1701
H -1.4773 -0.0576 -1.0106
H -1.5240 0.3435 0.9860
*
```

## Properties
Orbital gap (alpha / beta), Ha: 0.2363 / 0.2179
LUMO (alpha / beta), eV: -2.1 / -2.3
Strongest force on any atom, eV/Å: 1.48
ΔE to the lowest compared entry with this formula, charge and spin, kcal per mole: 82.85